(1)
A gas-phase ion, C6H6O5P (charge -1) at a distorted geometry. Source: OMol25; level of theory: ωB97M-V/def2-TZVPD.

CARTESIAN COORDINATES (ANGSTROEM)
C -1.186 -0.795 -2.456
O -1.276 -1.733 -1.503
P 0.093 -1.810 -0.554
O -0.147 -2.899 0.450
O 1.283 -1.656 -1.428
O 0.025 -0.299 0.382
C 0.249 -0.448 1.623
C 0.552 0.596 2.446
C 0.801 1.917 1.986
C 0.748 2.444 0.760
C 0.383 2.363 -0.448
O -0.020 2.563 -1.524
H -0.195 -1.001 -2.905
H -1.203 0.129 -1.948
H -1.943 -1.038 -3.064
H 0.073 -1.357 2.070
H 0.509 0.377 3.413
H 1.256 2.647 2.699

Output
**SMILES string**: CO[P@@](=O)([O-])O/C=C\C=C=C=O
**2S+1**: 1
**Energy relative to the best compared isomer or geometry (same formula, charge and spin)**: 0.000 eV
**Charge**: -1

---

(2)
C6H6OS in the gas phase at a distorted geometry. Source: OMol25; level of theory: ωB97M-V/def2-TZVPD.

CARTESIAN COORDINATES (ANGSTROEM)
C 1.264 -0.836 -2.107
C -0.130 -0.555 -1.559
O -1.130 -0.864 -2.117
C -0.249 -0.043 -0.078
C -1.427 0.214 0.533
C -1.216 0.719 1.812
C 0.105 0.780 2.138
S 1.150 0.368 0.873
H 1.160 -1.218 -3.196
H 1.705 -1.556 -1.454
H 1.519 -0.035 -2.360
H -2.281 0.055 -0.055
H -1.898 0.888 2.671
H 0.349 1.213 2.924

Output
**SMILES string**: CC(=O)c1cccs1
**2S+1**: 1
**Energy relative to the best compared isomer or geometry (same formula, charge and spin)**: 2.003 eV

---

(3)
C6H6S in the gas phase at a distorted geometry. Source: OMol25; level of theory: ωB97M-V/def2-TZVPD.

CARTESIAN COORDINATES (ANGSTROEM)
C -0.806 1.021 -0.637
C 0.506 0.782 -0.664
C 1.433 -0.267 -1.093
C 0.898 -0.307 0.344
C -0.386 -0.771 0.967
S -0.919 0.509 2.218
C -1.476 0.264 0.460
H -1.396 1.795 -1.217
H 1.086 -0.893 -1.795
H 2.439 -0.158 -1.265
H 1.701 -0.137 1.196
H -0.555 -1.763 1.297
H -2.523 -0.073 0.189

Output
**SMILES string**: C1=C2C[C@@H]2[C@H]2S[C@@H]12
**2S+1**: 1
**Energy relative to the best compared isomer or geometry (same formula, charge and spin)**: 4.563 eV

---

(4)
C6H6S2 in the gas phase at a distorted geometry. Source: OMol25; level of theory: ωB97M-V/def2-TZVPD.

CARTESIAN COORDINATES (ANGSTROEM)
C 0.000 -0.745 2.007
C 0.265 0.552 1.853
C 0.893 0.959 0.563
C 0.506 0.766 -0.697
C -0.765 0.113 -1.121
S -2.240 0.371 -0.474
C -0.655 -0.812 -2.304
S 0.704 -1.256 -3.002
H 0.134 -1.436 1.173
H -0.426 -1.238 2.929
H 0.244 1.357 2.586
H 1.853 1.448 0.651
H 1.118 1.083 -1.512
H -1.632 -1.161 -2.651

Output
**SMILES string**: C=C/C=C\C(=S)C=S
**2S+1**: 1
**Energy relative to the best compared isomer or geometry (same formula, charge and spin)**: 1.498 eV

---

no.,gap between HOMO and LUMO (eV),highest occupied orbital energy (eV)
1,8.06,-5.051
2,9.67,-9.219
3,8.71,-8.342
4,7.06,-8.851